A single C6H11NO2 molecule in a non-equilibrium geometry, computed with ωB97M-V/def2-TZVPD.

Kohn-Sham gap   10.081 eV
Charge   0
LUMO energy   0.484 eV
SMILES   C=C(CC)[C@H](N)C(=O)O

Positions of all 20 atoms, in Å:
C (-1.35584, -0.33576, -1.60240)
C (-0.58467, -0.36840, -0.50470)
C (0.85401, -1.00165, -0.60924)
C (1.85004, -0.09288, -1.31760)
C (-0.97859, 0.16388, 0.85054)
N (-1.86804, 1.33715, 0.77442)
C (0.31215, 0.54019, 1.64876)
O (0.88848, 1.62042, 1.56047)
O (0.54949, -0.31237, 2.68149)
H (-2.32650, 0.15442, -1.58507)
H (-1.02388, -0.74627, -2.55066)
H (0.73757, -1.92024, -1.19879)
H (1.27133, -1.37519, 0.33052)
H (1.53996, 0.11157, -2.34821)
H (2.83508, -0.56879, -1.36088)
H (1.96154, 0.87182, -0.81443)
H (-1.50965, -0.62437, 1.39558)
H (-1.33782, 2.08799, 0.32256)
H (-2.02292, 1.68089, 1.72243)
H (0.20828, -1.22244, 2.60521)

These are the natural (NBO) partial charges, in e, on atoms 1 to 8: C -0.3913; C 0.0168; C -0.4474; C -0.6037; C -0.2000; N -0.7984; C 0.7845; O -0.5721

***

2 unconnected molecules or ions with the total composition H4O3P2 in a non-equilibrium geometry, computed with ωB97M-V/def2-TZVPD.

Kohn-Sham gap   10.174 eV
Charge   0
LUMO energy   -0.331 eV
SMILES   O=[PH3].O=PO

Positions of all 9 atoms, in Å:
O (0.78988, -1.66978, -0.05209)
P (-0.59268, -1.44818, 0.09056)
H (-1.23902, -2.69118, 0.16775)
H (-1.35684, -0.88838, -0.94249)
H (-0.78800, -0.54552, 1.20598)
O (-0.43358, 1.50453, 0.62293)
P (0.39823, 2.61460, 0.20692)
O (1.71940, 2.01838, -0.50983)
H (1.50262, 1.10554, -0.78975)

These are the natural (NBO) partial charges, in e, on atoms 1 to 8: O -1.1265; P 1.3743; H -0.1043; H -0.1124; H -0.0347; O -1.0729; P 1.5566; O -0.9975

***

A single C21H35NO6 molecule, computed with ωB97M-V/def2-TZVPD.

Kohn-Sham gap   9.076 eV
Charge   0
LUMO energy   0.881 eV
SMILES   c1ccc(CN2CCOCCOCCOCCOCCOCCOCC2)cc1

Positions of all 63 atoms, in Å:
C (1.70516, -1.47609, 4.04319)
C (1.56288, -2.73275, 3.48100)
C (1.57062, -2.88192, 2.10435)
C (1.72691, -1.77887, 1.27593)
C (1.69886, -1.91488, -0.22340)
N (0.52655, -1.23595, -0.76032)
C (-0.73150, -1.79855, -0.31585)
C (-1.13881, -3.16460, -0.90241)
O (-2.12642, -3.81858, -0.13156)
C (-3.41795, -3.26305, -0.16183)
C (-3.66260, -2.13215, 0.85552)
O (-3.73982, -0.90221, 0.16524)
C (-3.88841, 0.23350, 0.98542)
C (-2.55402, 0.87104, 1.40509)
O (-2.09573, 1.66486, 0.33145)
C (-0.69902, 1.77580, 0.18432)
C (-0.04340, 2.69130, 1.23464)
O (1.35131, 2.80295, 1.02639)
C (1.80912, 3.97895, 0.41267)
C (1.34915, 4.19960, -1.03203)
O (1.82799, 3.14954, -1.83465)
C (1.33853, 3.18161, -3.15584)
C (1.88885, 1.98753, -3.94606)
O (1.21369, 0.78419, -3.69127)
C (1.59120, 0.15775, -2.47617)
C (0.59654, -0.97036, -2.18283)
C (1.87421, -0.51977, 1.84758)
C (1.86048, -0.37071, 3.22251)
H (1.69619, -1.35935, 5.11730)
H (1.44096, -3.59945, 4.11453)
H (1.44945, -3.86484, 1.67088)
H (1.73966, -2.97905, -0.50997)
H (2.57915, -1.42069, -0.63961)
H (-1.51946, -1.07661, -0.54320)
H (-0.65964, -1.91869, 0.76918)
H (-0.28965, -3.85265, -0.88973)
H (-1.48421, -3.04682, -1.93937)
H (-3.65568, -2.87404, -1.15982)
H (-4.08560, -4.09912, 0.06260)
H (-4.61119, -2.30545, 1.38665)
H (-2.85488, -2.13047, 1.59856)
H (-4.48178, -0.01362, 1.87535)
H (-4.42900, 0.96905, 0.38389)
H (-2.71876, 1.49466, 2.29663)
H (-1.81997, 0.09508, 1.65289)
H (-0.55704, 2.18711, -0.81606)
H (-0.21206, 0.79368, 0.22418)
H (-0.16924, 2.24333, 2.22732)
H (-0.52478, 3.67723, 1.23486)
H (1.51257, 4.86206, 1.00063)
H (2.89729, 3.88590, 0.42481)
H (1.74941, 5.16473, -1.38459)
H (0.25119, 4.25347, -1.08242)
H (1.64986, 4.11712, -3.64754)
H (0.23882, 3.13820, -3.15971)
H (1.74769, 2.18254, -5.01247)
H (2.96155, 1.88717, -3.73306)
H (1.56610, 0.87525, -1.64999)
H (2.61913, -0.22241, -2.57709)
H (0.85380, -1.86281, -2.77479)
H (-0.38466, -0.61967, -2.50866)
H (1.99316, 0.34649, 1.21452)
H (1.97550, 0.61352, 3.65257)

These are the natural (NBO) partial charges, in e, on atoms 1 to 8: C -0.2234; C -0.2092; C -0.2471; C 0.0689; C -0.2600; N -0.4502; C -0.2739; C -0.0799

***

2 unconnected molecules or ions with the total composition CH4NOS2 in a non-equilibrium geometry, computed with ωB97M-V/def2-TZVPD.

Kohn-Sham gap   8.440 eV
Charge   +1
LUMO energy   -4.485 eV

Positions of all 9 atoms, in Å:
C (-1.67126, 0.15254, -0.16222)
N (1.59866, -0.01504, 0.10148)
O (-0.72275, 0.93965, -0.12267)
S (-2.29805, -1.39606, -0.28888)
S (-3.41336, 0.34470, 0.08155)
H (1.40881, -0.98454, -0.06338)
H (0.91079, 0.63047, -0.17220)
H (1.79098, -0.05893, 1.06424)
H (2.39619, 0.38720, -0.43793)

These are the natural (NBO) partial charges, in e, on atoms 1 to 8: C 0.1955; N -0.8543; O -0.6078; S 0.2552; S 0.2032; H 0.4426; H 0.4701; H 0.4416

***

A molecular structure, C20H16BN2O4PPbS2 in a non-equilibrium geometry, computed with ωB97M-V/def2-TZVPD.

Kohn-Sham gap   7.387 eV
Charge   -2
LUMO energy   3.857 eV

Positions of all 47 atoms, in Å:
Pb (1.17605, 1.08444, 1.51123)
O (8.00048, -1.30605, 2.28472)
C (7.50161, -1.03515, 1.19722)
O (8.06471, -0.92988, 0.04356)
C (5.98610, -0.79357, 1.16196)
C (5.39184, -0.28157, 0.01948)
C (4.07524, 0.13933, -0.01650)
N (3.39290, 0.12435, 1.12484)
C (3.92864, -0.41111, 2.26789)
C (5.19853, -0.92361, 2.25438)
C (3.01160, -0.51160, 3.46184)
O (3.36583, -1.00481, 4.50606)
O (1.78843, -0.04590, 3.28192)
H (6.04761, -0.21656, -0.85427)
H (3.61752, 0.66254, -0.86115)
H (5.60653, -1.36342, 3.18374)
S (-2.66678, 1.30005, 0.93110)
P (-2.23790, -0.18252, -0.30549)
S (-0.39030, -0.82930, -0.59345)
C (-2.87747, 0.33331, -1.93264)
C (-3.57554, 1.54067, -2.06371)
C (-4.30907, 1.75801, -3.23491)
C (-4.30341, 0.82577, -4.22015)
C (-3.58897, -0.35303, -4.11150)
C (-2.87399, -0.59929, -2.96498)
C (-3.41208, -1.55128, -0.10125)
C (-2.91755, -2.87041, -0.14776)
C (-3.79798, -3.92228, 0.00681)
C (-5.17042, -3.68414, 0.11482)
C (-5.73112, -2.38962, 0.04240)
C (-4.79114, -1.32180, -0.04418)
H (-3.52220, 2.21186, -1.23940)
H (-4.87849, 2.66862, -3.35375)
H (-4.77459, 1.09774, -5.16347)
H (-3.57209, -1.10941, -4.92468)
H (-2.32984, -1.52345, -2.86360)
H (-1.84838, -3.02539, -0.17643)
H (-3.41087, -4.90778, 0.03777)
H (-5.82955, -4.50775, 0.21422)
H (-6.83571, -2.29001, 0.16454)
H (-5.18472, -0.32698, 0.03559)
B (3.17921, 5.61616, 2.02883)
C (2.95578, 4.09698, 1.70363)
N (2.80619, 2.99824, 1.37397)
H (3.91061, 5.54553, 2.95479)
H (3.77213, 6.08585, 1.10433)
H (2.05261, 6.12820, 2.16167)

These are the natural (NBO) partial charges, in e, on atoms 1 to 8: Pb 1.4966; O -0.7214; C 0.7304; O -0.7864; C -0.0732; C -0.2053; C 0.0274; N -0.5341

***

In Ha, the electronic energy values for the records above are, in order, -440.4347, -910.8375, -1327.2778, -966.5744, -2537.8536.